The following is a quantum chemistry calculation of an isolated molecule of C6H6INS in a non-equilibrium geometry, from OMol25.

Properties
Max |F|, eV/A: 1.42
Relative energy (zero: lowest compared OMol25 entry of this formula, charge and spin), kcal/mol: 15.47
Total energy, hartree: -982.74406
Frontier orbital gap, eV: 7.41
LUMO level, hartree: -0.0633

```
! wB97M-V def2-TZVPD RIJCOSX def2/J DEFGRID3
* xyz 0 1
C 1.39 1.17 2.95
C 1.09 0.62 1.93
C 0.75 -0.05 0.72
C 1.34 -1.36 0.52
S 2.33 -2.08 1.60
N -0.07 0.56 -0.06
C -0.51 0.13 -1.31
C -2.03 0.11 -1.35
I 0.24 1.66 -2.71
H 1.66 1.65 3.84
H 1.10 -1.90 -0.39
H -0.09 -0.81 -1.69
H -2.42 1.06 -0.99
H -2.39 -0.68 -0.70
H -2.38 -0.07 -2.36
*
```

=====

The following is a quantum chemistry calculation of a cluster of 15 separate species, C30H90O15S15 in total in a non-equilibrium geometry, from OMol25.

Properties
Max |F|, eV/A: 4.62
⟨S²⟩: 0.757
Total energy, hartree: -8297.47599
Frontier orbital gap (spin up / spin down), eV: 8.24 / 3.46
LUMO level (spin up / spin down), hartree: -0.0845 / -0.2598

```
! wB97M-V def2-TZVPD RIJCOSX def2/J DEFGRID3
* xyz 1 2
C -4.12 -1.27 -1.63
S -5.45 -2.35 -0.85
O -6.67 -2.27 -1.77
C -4.66 -4.02 -1.26
H -3.61 -1.81 -2.44
H -3.35 -1.05 -0.89
H -4.55 -0.34 -2.00
H -5.43 -4.78 -1.26
H -3.91 -4.30 -0.52
H -4.27 -4.02 -2.28
C 3.76 1.28 -6.60
S 3.12 1.95 -5.04
O 2.04 2.97 -5.22
C 2.03 0.47 -4.79
H 3.01 1.02 -7.35
H 4.55 0.53 -6.53
H 4.21 2.05 -7.22
H 1.31 0.36 -5.60
H 1.45 0.61 -3.87
H 2.61 -0.44 -4.67
C -4.16 -0.56 1.87
S -3.46 0.45 3.32
O -3.21 1.82 2.57
C -4.95 0.62 4.34
H -4.55 -1.52 2.20
H -3.32 -0.96 1.30
H -4.82 -0.18 1.09
H -5.23 -0.40 4.60
H -5.75 1.21 3.88
H -4.83 1.20 5.26
C -0.62 -0.50 0.80
S 0.30 -0.61 -0.79
O -0.77 -0.09 -1.78
C 1.58 0.73 -0.52
H -1.37 0.28 0.65
H -0.07 -0.11 1.66
H -1.02 -1.46 1.11
H 1.68 1.46 -1.32
H 2.57 0.30 -0.37
H 1.35 1.37 0.33
C -1.07 -4.46 4.15
S -2.44 -4.66 2.91
O -2.35 -3.37 2.10
C -3.80 -4.29 4.13
H -0.75 -3.42 4.19
H -0.27 -5.12 3.81
H -1.22 -4.77 5.18
H -3.71 -3.28 4.55
H -4.02 -5.17 4.73
H -4.70 -4.37 3.52
C 2.64 -2.80 3.38
S 2.41 -1.43 2.17
O 2.68 -0.22 3.05
C 4.07 -1.77 1.51
H 2.34 -3.73 2.91
H 1.84 -2.71 4.11
H 3.66 -2.86 3.78
H 4.45 -0.93 0.92
H 3.91 -2.57 0.78
H 4.80 -2.19 2.20
C -0.87 -0.99 8.09
S 0.52 -1.25 6.88
O 0.56 -2.71 6.40
C -0.39 -0.40 5.51
H -0.93 0.05 8.43
H -0.75 -1.70 8.91
H -1.80 -1.15 7.54
H -0.56 0.65 5.71
H -1.44 -0.69 5.35
H 0.18 -0.50 4.59
C -1.98 3.12 -0.63
S -2.85 4.64 -1.20
O -3.80 4.38 -2.32
C -3.75 4.94 0.38
H -1.23 3.33 0.13
H -1.34 2.78 -1.45
H -2.62 2.31 -0.28
H -4.38 5.83 0.29
H -3.02 5.08 1.17
H -4.35 4.03 0.40
C 4.64 2.14 1.96
S 5.28 2.72 0.32
O 6.65 2.01 0.15
C 5.62 4.47 0.94
H 3.74 2.74 2.13
H 5.33 2.34 2.78
H 4.42 1.08 1.80
H 6.19 4.46 1.87
H 4.83 5.20 1.08
H 6.42 4.90 0.33
C -3.62 -0.20 -5.80
S -3.17 1.64 -5.62
O -4.20 2.32 -4.80
C -1.66 1.52 -4.54
H -4.44 -0.33 -6.50
H -3.75 -0.65 -4.82
H -2.82 -0.79 -6.25
H -1.25 2.41 -4.07
H -0.78 1.09 -5.04
H -1.75 0.87 -3.67
C 5.35 -0.61 -2.18
S 6.60 -0.84 -3.50
O 5.69 -1.02 -4.68
C 7.05 0.87 -3.63
H 5.94 -0.31 -1.31
H 4.82 -1.56 -2.11
H 4.70 0.21 -2.47
H 7.73 0.97 -4.48
H 7.49 1.22 -2.70
H 6.15 1.43 -3.86
C -1.73 4.07 5.05
S 0.07 3.66 5.48
O 0.89 4.93 5.31
C 0.29 2.77 3.85
H -1.92 4.30 4.00
H -2.15 4.74 5.80
H -2.39 3.21 5.16
H 0.05 3.44 3.03
H -0.20 1.80 3.80
H 1.36 2.55 3.84
C -0.37 -2.45 -4.37
S -1.70 -3.70 -4.60
O -3.04 -3.00 -4.41
C -1.61 -3.83 -6.43
H -0.47 -1.49 -4.89
H 0.59 -2.90 -4.62
H -0.35 -2.10 -3.34
H -2.38 -4.56 -6.66
H -0.55 -4.06 -6.58
H -1.74 -2.84 -6.88
C 2.58 4.91 -1.92
S 1.16 4.64 -0.75
O 1.68 4.11 0.60
C 0.37 6.37 -0.71
H 2.13 4.90 -2.92
H 3.43 4.23 -1.90
H 2.96 5.91 -1.71
H 0.01 6.68 -1.69
H 1.10 7.15 -0.48
H -0.48 6.52 -0.05
C -0.65 -4.37 -0.19
S -0.89 -6.15 0.10
O -0.89 -6.92 -1.25
C 0.89 -6.42 0.76
H -0.35 -4.26 -1.23
H 0.05 -3.84 0.46
H -1.65 -3.98 0.00
H 0.91 -7.43 1.17
H 1.19 -5.72 1.54
H 1.53 -6.40 -0.12
*
```

=====

The following is a quantum chemistry calculation of an isolated molecule of C2H3NO3 in a non-equilibrium geometry, from OMol25.

Properties
Max |F|, eV/A: 10.06
Relative energy (zero: lowest compared OMol25 entry of this formula, charge and spin), kcal/mol: 130.84
⟨S²⟩: 2.007
Total energy, hartree: -358.18502
Frontier orbital gap (spin up / spin down), eV: 8.94 / 7.54
LUMO level (spin up / spin down), hartree: 0.0348 / -0.1308

```
! wB97M-V def2-TZVPD RIJCOSX def2/J DEFGRID3
* xyz 0 3
C -1.14 -0.23 0.29
C 0.03 0.33 -0.48
N 1.39 0.10 0.11
O 2.14 1.05 0.11
O 1.67 -0.99 0.54
O -0.63 -0.80 -0.97
H -1.10 -0.91 1.25
H -2.22 0.22 0.20
H -0.14 1.21 -1.06
*
```

=====

> What is the max |F| in the second record?

4.62 eV/A